Molecular formula: C3H7N3O
Method: DFT, ωB97M-V/def2-TZVPD

Calculated values
* energy above the lowest of the compared OMol25 structures with the same formula, charge and spin: 2.973 eV
* highest occupied orbital energy: -0.2950 Eh
* HOMO-LUMO gap: 8.86 eV

Last column: natural (NBO) charge in e.
Element x y z (Å)
C1 -2.55815 0.06223 0.01707  0.893
C2 1.46888 -1.59507 0.14677  -0.334
C3 1.05350 1.17582 -0.16052  -0.462
N1 -2.79045 1.21774 0.20568  -0.768
N2 0.31494 -1.01036 -0.02903  -0.189
N3 -0.02209 0.22557 -0.17889  -0.388
O1 -2.63541 -1.08728 -0.12168  -0.568
H1 1.49785 -2.66032 0.25748  0.201
H2 2.37944 -1.03127 0.18253  0.197
H3 1.75959 1.00088 -0.98276  0.186
H4 0.61568 2.16416 -0.28188  0.207
H5 1.61070 1.14375 0.78355  0.183
H6 -2.17895 2.00290 0.22076  0.419
H7 -0.51555 -1.60876 -0.05907  0.423


Molecular formula: C3H7N3O
Method: DFT, ωB97M-V/def2-TZVPD

Calculated values
* energy above the lowest of the compared OMol25 structures with the same formula, charge and spin: 7.327 eV
* net charge: +2
* highest occupied orbital energy (alpha / beta): -0.6777 / -0.6777 Eh
* HOMO-LUMO gap (alpha / beta): 7.97 / 7.98 eV

Last column: natural (NBO) charge in e.
Element x y z (Å)
C1 0.78426 0.31519 1.26575  0.777
C2 -0.33297 -1.07438 -0.33999  0.461
C3 1.25182 1.31839 2.02077  -0.876
N1 0.27169 -0.54256 0.61360  -0.381
N2 -0.81790 -2.30181 -0.44238  -0.622
N3 -0.97841 0.77639 -1.55569  -0.014
O1 -0.19029 1.00627 -2.49916  -0.319
H1 2.25318 0.99680 2.50383  0.397
H2 0.91014 1.49384 3.16206  0.425
H3 1.22556 2.29950 1.41408  0.359
H4 -0.55654 -3.05573 0.18103  0.444
H5 -1.46617 -2.56967 -1.16007  0.455
H6 -1.93780 0.55692 -1.73077  0.372
H7 -0.41658 0.78086 -3.43305  0.523


Molecular formula: C3H7N3O
Method: DFT, ωB97M-V/def2-TZVPD

Calculated values
* energy above the lowest of the compared OMol25 structures with the same formula, charge and spin: 6.500 eV
* net charge: +2
* highest occupied orbital energy (alpha / beta): -0.6932 / -0.6933 Eh
* HOMO-LUMO gap (alpha / beta): 8.10 / 8.12 eV

Last column: natural (NBO) charge in e.
Element x y z (Å)
C1 0.49805 1.04162 1.33687  0.794
C2 -0.02774 -0.04369 -0.81640  0.387
C3 0.57835 1.60412 2.65048  -0.827
N1 0.35760 0.57610 0.29542  -0.354
N2 -0.61013 -2.45716 -0.91500  0.066
N3 -0.18114 0.55094 -1.89425  -0.625
O1 -0.34436 -2.75312 -2.12892  -0.344
H1 -0.44313 1.81724 3.02628  0.350
H2 1.08338 2.59770 2.73295  0.349
H3 1.01201 0.95453 3.48037  0.356
H4 -1.60045 -2.36038 -0.71544  0.386
H5 -0.19475 1.64202 -2.04787  0.459
H6 -0.59953 0.07523 -2.69443  0.452
H7 0.47184 -3.24515 -2.31006  0.551


Molecular formula: C3H7N3O2
Method: DFT, ωB97M-V/def2-TZVPD

Calculated values
* energy above the lowest of the compared OMol25 structures with the same formula, charge and spin: 2.952 eV
* SMILES string: [H]/N=C(/C(=O)O)N(C)N
* highest occupied orbital energy: -0.3410 Eh
* HOMO-LUMO gap: 9.96 eV

Last column: natural (NBO) charge in e.
Element x y z (Å)
H1 -0.25859 2.50639 0.57098  0.364
N1 0.58990 1.94687 0.58755  -0.678
C1 0.42148 0.74366 0.28961  0.363
C2 1.79712 -0.13205 0.12966  0.755
O1 2.06202 -1.12258 0.75600  -0.599
O2 2.64591 0.48134 -0.68545  -0.660
N2 -0.61615 0.04544 -0.19148  -0.293
C3 -0.80613 -1.39011 -0.14226  -0.415
N3 -1.89788 0.87316 -0.03722  -0.670
H2 3.52706 0.07068 -0.62915  0.497
H3 0.11959 -1.90001 -0.39185  0.234
H4 -1.14664 -1.71424 0.84622  0.189
H5 -1.55332 -1.66837 -0.88902  0.203
H6 -2.47807 0.47499 0.70163  0.350
H7 -2.40631 0.78484 -0.91522  0.360


Molecular formula: C3H7N3O2
Method: DFT, ωB97M-V/def2-TZVPD

Calculated values
* energy above the lowest of the compared OMol25 structures with the same formula, charge and spin: 7.325 eV
* SMILES string: [H]/N=C/NOCC(N)=O
* highest occupied orbital energy: -0.3068 Eh
* HOMO-LUMO gap: 8.90 eV

Last column: natural (NBO) charge in e.
Element x y z (Å)
H1 -3.05415 1.49630 -0.12945  0.347
N1 -2.16214 1.02660 -0.34719  -0.786
C1 -2.10088 -0.03556 0.46916  0.241
N2 -1.04072 -0.93072 0.27045  -0.260
O1 -0.25687 -0.99923 -0.61403  -0.333
C2 1.01967 -1.15657 -0.28601  -0.104
C3 1.37330 0.33181 0.07462  0.615
N3 0.74638 1.47578 -0.04056  -0.794
O2 2.57250 0.26792 0.39527  -0.669
H2 -2.82796 -0.39742 1.28717  0.186
H3 -1.32593 -1.93053 0.85941  0.310
H4 1.67274 -1.41942 -0.95487  0.215
H5 1.29097 -1.83778 0.55497  0.203
H6 1.25260 2.51463 -0.15546  0.418
H7 -0.09045 1.58491 -0.43730  0.410


Molecular formula: C3H7N3O2
Method: DFT, ωB97M-V/def2-TZVPD

Calculated values
* energy above the lowest of the compared OMol25 structures with the same formula, charge and spin: 0.573 eV
* SMILES string: NC(=O)CNC(N)=O
* highest occupied orbital energy: -0.3466 Eh
* HOMO-LUMO gap: 10.04 eV

Last column: natural (NBO) charge in e.
Element x y z (Å)
N1 2.36608 -0.73986 -0.48761  -0.832
C1 1.14300 -1.27326 -0.18491  0.656
O1 0.74650 -2.28801 -0.71438  -0.585
C2 0.31557 -0.38800 0.74368  -0.312
N2 -0.12937 0.84641 0.08839  -0.638
C3 -1.40596 1.22328 -0.34611  0.782
N3 -2.50377 0.59641 0.16220  -0.857
O2 -1.41534 2.15187 -1.13457  -0.642
H1 3.05745 -1.29244 -0.95946  0.410
H2 2.64220 0.14128 -0.09533  0.385
H3 0.95073 -0.10890 1.61342  0.197
H4 -0.54561 -0.94095 1.10421  0.223
H5 0.62700 1.28307 -0.40884  0.397
H6 -2.53041 0.10831 1.03761  0.401
H7 -3.31806 0.68078 -0.41830  0.415


Molecular formula: C3H7N3O2
Method: DFT, ωB97M-V/def2-TZVPD

Calculated values
* energy above the lowest of the compared OMol25 structures with the same formula, charge and spin: 9.493 eV
* SMILES string: [H]/N=C/N(C)O/C=N\O
* highest occupied orbital energy: -0.3442 Eh
* HOMO-LUMO gap: 9.84 eV

Last column: natural (NBO) charge in e.
Element x y z (Å)
H1 -2.63952 -0.00745 -0.51126  0.372
N1 -1.80890 0.24840 0.02419  -0.688
C1 -0.92926 0.34201 -0.87290  0.311
N2 0.48918 0.33356 -0.59104  -0.174
C2 1.18662 -0.58127 -1.66722  -0.492
O1 0.96548 -0.28945 0.64739  -0.421
C3 0.85730 0.69052 1.80476  0.279
N3 -0.14808 0.81016 2.60126  -0.151
O2 -1.41466 -0.03681 2.59746  -0.578
H2 -1.15020 0.37208 -1.90757  0.177
H3 1.13246 -0.57149 -2.74588  0.231
H4 2.48216 -0.72990 -1.78637  0.237
H5 0.78084 -1.72979 -1.22674  0.202
H6 1.96022 0.90330 2.05691  0.210
H7 -1.76363 0.24612 1.57700  0.486


Molecular formula: C3H7N3O2
Method: DFT, ωB97M-V/def2-TZVPD

Calculated values
* energy above the lowest of the compared OMol25 structures with the same formula, charge and spin: 2.951 eV
* highest occupied orbital energy: -0.3309 Eh
* HOMO-LUMO gap: 9.90 eV

Last column: natural (NBO) charge in e.
Element x y z (Å)
C1 2.01869 -0.05179 -0.29181  -0.445
N1 -0.72035 -0.79057 0.22665  -0.492
C2 -0.14319 1.55715 1.53827  0.501
C3 -0.31608 0.23890 -0.56730  0.683
N2 -2.04982 -1.22452 0.33386  -0.631
O1 -1.34858 0.87468 -1.15397  -0.688
N3 0.87094 0.63784 -0.80969  -0.592
O2 0.71984 1.18129 2.17923  -0.528
H1 -0.98358 1.62044 -1.64928  0.508
H2 -0.03060 -1.42736 0.59991  0.397
H3 -2.40381 -1.50334 -0.58677  0.350
H4 -2.62237 -0.45089 0.65888  0.360
H5 2.13456 0.11355 0.79168  0.194
H6 1.97960 -1.13828 -0.46778  0.171
H7 2.89476 0.36290 -0.80190  0.210


Molecular formula: C3H7N3O3
Method: DFT, ωB97M-V/def2-TZVPD

Calculated values
* energy above the lowest of the compared OMol25 structures with the same formula, charge and spin: 2.202 eV
* SMILES string: CN(NC(=O)O)C(N)=O
* highest occupied orbital energy: -0.3644 Eh
* HOMO-LUMO gap: 10.51 eV

Last column: natural (NBO) charge in e.
Element x y z (Å)
C1 0.74054 -1.59732 0.68320  -0.415
N1 0.32731 -0.31165 0.12211  -0.363
N2 -1.01198 -0.02405 0.44259  -0.493
C2 -1.93372 0.34996 -0.48690  0.875
O1 -3.03942 0.74035 -0.20661  -0.628
O2 -1.49594 0.15354 -1.75287  -0.698
C3 1.23195 0.84793 0.55851  0.764
N3 1.55000 1.28580 -0.65692  -0.875
O3 1.53054 1.09126 1.69559  -0.603
H1 1.76493 -1.78674 0.36781  0.213
H2 0.07916 -2.37596 0.30846  0.215
H3 0.70322 -1.58275 1.77624  0.197
H4 -1.21000 0.23205 1.40432  0.401
H5 -2.21839 0.39900 -2.34784  0.507
H6 0.87709 0.45474 -1.15350  0.491
H7 2.10473 2.12385 -0.75419  0.412


Molecular formula: C3H7N3O3
Method: DFT, ωB97M-V/def2-TZVPD

Calculated values
* energy above the lowest of the compared OMol25 structures with the same formula, charge and spin: 6.399 eV
* highest occupied orbital energy: -0.3212 Eh
* HOMO-LUMO gap: 9.30 eV

Last column: natural (NBO) charge in e.
Element x y z (Å)
C1 -1.86115 -1.37947 -0.34790  -0.417
C2 -0.01320 0.31973 0.09881  0.263
C3 0.94234 -0.84321 0.19694  0.759
H1 -1.14330 -2.26729 -0.32945  0.221
H2 -2.18400 -1.14621 -1.48763  0.175
H3 -2.75340 -1.58290 0.20124  0.226
H4 -1.59222 1.87846 0.67706  0.405
H5 -2.25514 1.06652 -1.07162  0.322
H6 1.43764 2.87624 -0.24597  0.485
H7 2.31916 -1.80894 -0.86908  0.497
N1 -1.32191 -0.10801 0.23895  -0.271
N2 -2.31215 0.94602 0.09386  -0.652
N3 0.20595 1.53905 0.06165  -0.239
O1 1.63063 1.83739 -0.14371  -0.570
O2 1.64450 -1.07247 -1.02822  -0.694
O3 1.19488 -1.29461 1.25657  -0.509


Molecular formula: C3H7N3OS
Method: DFT, ωB97M-V/def2-TZVPD

Calculated values
* energy above the lowest of the compared OMol25 structures with the same formula, charge and spin: 3.727 eV
* SMILES string: C=NS/C(=N/N)OC
* highest occupied orbital energy: -0.3085 Eh
* HOMO-LUMO gap: 9.14 eV

Last column: natural (NBO) charge in e.
Element x y z (Å)
C1 -1.04227 -2.25728 -0.34823  -0.091
N1 -1.84410 -1.45967 -0.86820  -0.520
S1 -1.89413 0.26975 -0.54756  0.421
C2 -0.46517 0.71836 0.31711  0.211
N2 -0.66525 0.94554 1.60180  -0.259
N3 0.43634 1.17779 2.37945  -0.632
O1 0.78251 0.68238 -0.10432  -0.535
C3 1.10555 0.51704 -1.55224  -0.259
H1 -0.17716 -1.98040 0.25563  0.164
H2 -1.31068 -3.30651 -0.50608  0.186
H3 1.23634 1.61339 1.80895  0.347
H4 0.18779 1.79254 3.13044  0.364
H5 2.15447 0.15240 -1.50297  0.204
H6 0.55193 -0.32998 -1.88625  0.195
H7 0.94384 1.46464 -2.17753  0.205


Molecular formula: C3H7N3OS
Method: DFT, ωB97M-V/def2-TZVPD

Calculated values
* energy above the lowest of the compared OMol25 structures with the same formula, charge and spin: 0.920 eV
* SMILES string: N/C=N\CC(=O)NS
* highest occupied orbital energy: -0.3319 Eh
* HOMO-LUMO gap: 9.83 eV

Last column: natural (NBO) charge in e.
Element x y z (Å)
N1 -2.78414 0.03361 -0.33185  -0.834
C1 -1.98976 -1.07027 -0.35827  0.291
N2 -0.85341 -1.27222 0.23736  -0.518
C2 -0.40132 -0.16966 1.07345  -0.375
C3 0.15273 0.95093 0.25038  0.667
O1 -0.49566 1.92609 -0.05837  -0.632
N3 1.36960 0.78857 -0.29720  -0.745
S1 2.44690 -0.57325 -0.13581  0.176
H1 -3.58322 -0.00824 -0.95416  0.396
H2 -2.37896 0.95458 -0.07891  0.432
H3 -2.42342 -1.91714 -0.86005  0.172
H4 -1.15780 0.27204 1.75560  0.204
H5 0.35697 -0.63198 1.73644  0.228
H6 1.54563 1.42642 -1.05173  0.408
H7 1.76154 -1.44810 -0.95874  0.131